No. 1
DFT (ωB97M-V/def2-TZVPD) results for C44H36BN4O7P2W as an isolated structure at a distorted geometry.

Geometry (Å):
W1 0.19476 -0.17819 0.65214
P1 -0.22361 -1.90402 -1.10202
P2 -0.09255 0.87867 -1.63273
O1 0.90363 -1.99304 2.89444
O2 -3.93041 -1.93981 4.91058
O3 -0.60321 -3.32890 0.14877
O4 -1.61006 1.23504 0.63418
O5 -1.38541 -4.68986 1.70446
O6 -1.56312 2.30217 2.82730
O7 2.20919 -2.43428 1.15262
N1 -1.44732 -1.13942 1.72037
N2 0.03585 -0.56806 -2.43053
N3 2.12292 0.27545 0.14670
N4 2.98867 5.62566 8.01153
C1 -3.65217 1.71487 -3.49153
C2 -3.11505 -1.64392 3.87699
C3 3.13207 -4.52615 -2.85330
C4 -1.94820 -0.13805 2.47945
C5 2.45505 3.30374 5.44518
C6 2.26986 -2.41000 -2.12170
C7 2.76946 3.07651 -3.65473
C8 1.04279 -2.99991 -1.82431
C9 -0.18538 2.14742 3.10519
C10 -2.59954 -2.68173 3.11420
C11 -2.95320 -1.62912 -1.22233
C12 -1.21565 -3.56996 1.25788
C13 -3.75532 3.09257 -3.37356
C14 0.08086 -0.76235 -3.86872
C15 1.31416 -1.75998 1.60069
C16 0.50382 4.70106 5.74047
C17 -1.38122 1.14617 1.95123
C18 1.80182 2.12195 -3.37456
C19 0.88261 -4.36842 -2.01148
C20 1.80295 2.60366 4.45755
C21 -2.55415 1.05158 -2.96405
C22 2.54308 3.97243 -1.43937
C23 -3.41959 -3.44033 -3.25698
C24 1.91960 -5.12272 -2.54091
C25 1.54725 -3.08570 3.55217
C26 -1.65943 3.14293 -2.19857
C27 -4.48755 -2.79038 -2.65900
C28 -0.14716 3.99797 4.74943
C29 3.31140 -3.16921 -2.62815
C30 1.58523 3.01469 -1.15419
C31 -1.87422 -2.30286 -1.80001
C32 -2.77405 -0.33327 3.55473
C33 0.15067 1.11794 2.29212
C34 -2.76019 3.80438 -2.71696
C35 1.20907 2.07781 -2.11955
C36 -1.53819 1.76047 -2.33150
C37 -4.25024 -1.87420 -1.64337
C38 -2.11819 -3.20297 -2.83183
C39 1.80677 4.35485 6.10821
C40 3.14139 3.99905 -2.69139
C41 3.23139 0.42955 -0.14841
C42 2.46458 5.05999 7.15704
C43 -1.76590 -2.39966 2.05205
C44 0.48684 2.93118 4.10212
B1 4.69081 0.65422 -0.61638
H1 2.84140 4.68275 -0.67887
H2 3.46955 3.05359 5.72574
H3 3.23934 3.09149 -4.63032
H4 -0.88883 3.70329 -1.68601
H5 -2.84321 4.87845 -2.60771
H6 2.40749 -1.35436 -1.94793
H7 -2.81927 -3.71207 3.35085
H8 -0.46454 -1.67216 -4.13044
H9 -5.50045 -2.99136 -2.98565
H10 4.26448 -2.69764 -2.83218
H11 1.43544 -4.00126 2.97070
H12 1.05257 -3.18878 4.51512
H13 -0.03282 -4.85353 -1.70311
H14 3.94031 -5.12239 -3.25920
H15 -1.29980 -3.71610 -3.31636
H16 -4.61102 3.61195 -3.78740
H17 -0.38582 0.07267 -4.39814
H18 3.91337 4.72645 -2.90826
H19 -3.12318 0.52002 4.12357
H20 -3.59988 -4.14612 -4.05898
H21 -2.76110 -0.88465 -0.45554
H22 1.10868 -0.87955 -4.22696
H23 2.60904 -2.87574 3.68323
H24 1.51909 1.41089 -4.13969
H25 -4.43125 1.15138 -3.99030
H26 4.62825 0.75995 -1.82236
H27 1.78521 -6.18716 -2.69137
H28 -4.20308 -1.12390 5.34149
H29 5.10048 1.66954 -0.10237
H30 2.28668 1.78572 3.93764
H31 5.34684 -0.30354 -0.28400
H32 -1.15544 4.25645 4.45312
H33 -2.48677 -0.02560 -3.04702
H34 0.01685 5.52766 6.24120
H35 -5.07438 -1.34593 -1.17941
H36 1.12755 2.97213 -0.17078

- Energy relative to the best compared isomer or geometry (same formula, charge and spin): 56.7 kcal per mole
- Expectation value of S²: 2.037
- Multiplicity: 3
- LUMO level (spin up / spin down): 1.85 / 1.40 eV
- Charge: -1
- HOMO level (spin up / spin down): -4.95 / -5.79 eV

The Löwdin scheme yields these atomic charges, measured in e:
1. W 1.374
2. P 0.923
3. P 0.926
4. O -0.153
5. O 0.088
6. O -0.172
7. O -0.202
8. O 0.075
9. O 0.041
10. O 0.019
11. N 0.022
12. N -0.470
13. N -0.047
14. N 0.139
15. C -0.078
16. C -0.273
17. C -0.093
18. C -0.159
19. C -0.023
20. C -0.091
21. C -0.083
22. C -0.292
23. C -0.244
24. C 0.082
25. C -0.110
26. C -0.539
27. C -0.095
28. C -0.156
29. C -0.567
30. C -0.032
31. C -0.662
32. C -0.070
33. C -0.083
34. C 0.002
35. C -0.087
36. C -0.071
37. C -0.084
38. C -0.085
39. C -0.070
40. C -0.072
41. C -0.098
42. C -0.006
43. C -0.065
44. C -0.122
45. C -0.292
46. C 0.087
47. C -0.070
48. C -0.082
49. C -0.336
50. C -0.292
51. C -0.082
52. C -0.086
53. C -0.244
54. C -0.085
55. C -0.155
56. C -0.202
57. C -0.136
58. C -0.145
59. B -0.420
60. H 0.106
61. H 0.118
62. H 0.101
63. H 0.101
64. H 0.100
65. H 0.084
66. H 0.134
67. H 0.067
68. H 0.096
69. H 0.107
70. H 0.091
71. H 0.086
72. H 0.105
73. H 0.096
74. H 0.094
75. H 0.097
76. H 0.073
77. H 0.100
78. H 0.132
79. H 0.099
80. H 0.090
81. H 0.073
82. H 0.088
83. H 0.087
84. H 0.101
85. H 0.009
86. H 0.098
87. H 0.111
88. H 0.005
89. H 0.126
90. H 0.008
91. H 0.116
92. H 0.084
93. H 0.115
94. H 0.105
95. H 0.103

No. 2
DFT (ωB97M-V/def2-TZVPD) results for a 2-piece molecular cluster, C8H16 overall at a distorted geometry.

Geometry (Å):
C1 -1.78959 -1.77944 1.29827
C2 -0.53530 -2.63947 1.50491
C3 1.02868 0.92263 -0.84788
C4 -2.94267 0.21923 0.21149
C5 2.01395 1.87815 -0.73582
C6 -1.82883 -0.79850 0.38888
C7 0.78281 0.14566 -2.12241
C8 2.94907 2.08777 0.41385
H1 2.84687 3.11767 0.70518
H2 -2.58876 1.20839 -0.09978
H3 0.21336 -2.47419 0.72447
H4 -0.24345 0.39120 -2.55570
H5 -1.00475 -0.66084 -0.30692
H6 -0.06195 -2.45275 2.48835
H7 2.68102 1.44077 1.22118
H8 -3.63817 -0.04265 -0.56254
H9 4.01681 1.96970 0.11807
H10 2.19319 2.47357 -1.64954
H11 -2.54121 -1.84189 1.99388
H12 1.51089 0.47487 -2.87780
H13 -0.81184 -3.73661 1.40536
H14 0.67666 -0.93672 -1.96148
H15 -3.44543 0.38710 1.15489
H16 0.51864 0.64632 0.09109

- Energy relative to the best compared isomer or geometry (same formula, charge and spin): 45.0 kcal per mole
- LUMO level: 1.07 eV
- HOMO level: -8.37 eV

The Löwdin scheme yields these atomic charges, measured in e:
1. C -0.156
2. C -0.104
3. C -0.182
4. C -0.096
5. C -0.185
6. C -0.172
7. C -0.124
8. C -0.114
9. H 0.057
10. H 0.068
11. H 0.057
12. H 0.082
13. H 0.051
14. H 0.071
15. H 0.061
16. H 0.060
17. H 0.089
18. H 0.100
19. H 0.066
20. H 0.070
21. H 0.081
22. H 0.067
23. H 0.066
24. H 0.083

- The highest energy relative to the best compared isomer or geometry (same formula, charge and spin) belongs to which entry?
  C44H36BN4O7P2W

- Look up the energy relative to the best compared isomer or geometry (same formula, charge and spin) of the second one.
  45.0 kcal per mole

- Which of these has the lowest energy relative to the best compared isomer or geometry (same formula, charge and spin)?
  C8H16